Record 1
9
Properties=species:S:1:pos:R:3:forces:R:3 method="wB97M-V/def2-TZVPD" e_above_lowest_kcal_mol=0.0 largest_force_ev_per_a=1.0 molar_mass_da=223.9 energy_ev=-145743.5972 total_charge=+1 gap_ev=7.389
C -0.844 0.156 -0.428 0.2 0.8 -0.1
C 0.549 0.689 -0.075 -0.1 0.3 0.4
C -1.358 -0.982 -0.178 0.1 -0.8 0.3
C 1.486 -0.345 0.306 -0.4 0.6 -0.2
N 2.274 -1.114 0.597 0.5 -0.8 0.3
Br -1.953 -2.561 0.232 0.2 0.8 -0.2
Br 0.356 1.987 1.410 -0.1 -0.5 -0.6
H -1.445 0.917 -0.932 -0.3 -0.2 0.0
H 0.935 1.253 -0.931 -0.2 -0.2 0.2

---

Record 2
59
Properties=species:S:1:pos:R:3:forces:R:3 method="wB97M-V/def2-TZVPD" e_above_lowest_kcal_mol=0.0 largest_force_ev_per_a=2.8 molar_mass_da=347.3 energy_ev=-38443.8493 total_charge=+1 gap_ev=10.654
C 0.170 -0.960 -1.174 2.3 -1.6 0.4
N 0.659 -1.032 0.237 -0.6 0.0 -1.3
C 1.022 -0.062 1.029 0.8 0.9 1.4
N 1.619 -0.317 2.183 0.5 -1.2 0.6
H -0.849 -1.224 -1.348 -0.8 0.5 0.5
H 0.688 -1.812 -1.676 -0.3 1.0 0.4
H 0.530 -0.104 -1.701 -0.2 0.9 0.0
H 0.964 -1.964 0.490 -0.2 0.1 0.4
H 0.894 1.017 0.787 -0.1 -1.2 -0.1
H 1.740 -1.289 2.515 -0.3 0.4 -0.8
H 1.883 0.350 2.909 -0.5 0.4 -1.2
H 2.692 -3.884 -1.152 -0.2 -0.6 0.0
H 3.310 -2.619 -0.699 0.0 -0.3 1.0
O 2.979 -3.484 -0.327 0.0 0.8 -0.8
H -1.721 -2.297 3.953 0.1 0.0 0.0
H -2.119 -1.973 2.509 0.4 0.3 0.1
O -1.404 -1.835 3.169 -0.5 -0.1 0.1
H -0.968 0.212 3.459 -0.1 -0.1 -0.2
H -0.942 1.764 3.226 -0.1 -0.1 0.2
O -0.663 0.917 2.865 -0.1 0.3 0.2
H 0.021 4.791 2.488 0.7 0.2 0.5
H -0.262 3.929 1.376 0.6 0.0 -0.3
O 0.531 4.227 1.893 -1.4 0.0 -0.3
H -2.213 1.524 -4.573 0.1 0.5 0.0
H -1.516 1.843 -3.201 -0.2 0.5 -0.1
O -2.052 1.205 -3.686 -0.2 -0.8 -0.1
H -3.307 -1.244 0.296 0.1 -0.8 0.1
H -2.002 -2.072 0.185 0.0 -0.1 -0.1
O -2.737 -1.882 0.770 -0.4 0.1 0.0
H 4.667 -0.957 -1.476 0.2 0.1 -0.1
H 3.771 -0.219 -0.465 0.0 0.1 -0.3
O 3.838 -1.028 -1.001 -0.2 0.2 0.2
H 0.221 -4.186 -1.740 -0.1 -0.3 -0.3
H 0.058 -3.952 -3.279 0.0 -0.4 -0.1
O 0.356 -3.557 -2.458 0.1 -0.1 0.3
H -2.479 4.137 -2.361 -0.2 0.2 0.3
H -1.383 3.755 -1.283 -0.6 0.2 0.1
O -1.686 3.635 -2.191 0.8 -0.5 -0.6
H 3.240 2.198 0.537 0.2 0.2 0.1
H 4.253 2.498 -0.653 -0.1 0.1 0.2
O 3.498 1.975 -0.374 -0.1 -0.6 -0.4
H -2.626 3.957 0.830 0.0 0.0 0.0
H -1.941 2.569 0.803 -0.4 -0.4 -0.3
O -1.794 3.519 0.624 0.3 0.3 0.3
H -4.170 -0.296 -2.216 -0.2 0.2 0.0
H -2.686 -0.418 -1.963 0.3 0.1 -0.6
O -3.525 -0.336 -1.506 0.0 -0.3 0.3
H -2.580 0.311 0.054 -0.4 0.9 -0.1
H -1.746 0.488 1.301 -0.4 0.3 0.4
O -2.489 0.898 0.819 0.8 -0.3 -0.1
H -1.534 -2.153 -3.552 -0.4 -0.1 -0.4
H -1.505 -0.673 -4.153 -0.1 -0.2 0.3
O -1.050 -1.332 -3.608 0.4 0.2 0.0
H 1.537 -3.972 2.628 0.0 -0.4 0.1
H 2.019 -3.482 1.207 0.5 -0.4 0.0
O 1.610 -3.220 2.048 -0.3 0.7 -0.1
H 1.692 2.939 1.897 0.4 0.0 0.6
H 3.062 2.860 2.603 -0.2 0.0 0.0
O 2.426 2.317 2.121 0.0 0.4 -0.1

---

Record 3
11
Properties=species:S:1:pos:R:3:forces:R:3 method="wB97M-V/def2-TZVPD" e_above_lowest_kcal_mol=22.3 largest_force_ev_per_a=1.2 molar_mass_da=83.1 energy_ev=-7661.4872 gap_ev=10.579
C -1.343 0.640 0.798 0.0 0.1 0.1
N -0.868 0.234 -0.505 0.4 -0.2 -0.1
C 0.313 -0.228 -0.601 -0.3 0.2 0.0
N 1.226 -0.483 0.404 0.0 -0.1 0.1
C 0.852 -0.389 -1.948 0.5 0.1 -1.1
N 1.341 -0.402 -2.997 -0.5 -0.2 1.1
H -2.436 0.676 0.794 0.2 0.0 0.0
H -1.015 0.024 1.652 -0.1 0.1 -0.2
H -0.970 1.660 0.951 -0.1 -0.1 0.2
H 0.843 -0.737 1.303 0.1 0.1 -0.1
H 2.058 -0.996 0.151 -0.1 0.0 0.0

---

Record 4
12
Properties=species:S:1:pos:R:3:forces:R:3 method="wB97M-V/def2-TZVPD" e_above_lowest_kcal_mol=17.4 largest_force_ev_per_a=2.7 molar_mass_da=267.9 energy_ev=-164412.4543 gap_ev=9.558
S -0.300 0.298 2.797 0.1 -0.4 2.0
C -0.930 0.302 1.134 -0.6 -1.5 0.1
C 0.102 -0.431 0.276 0.8 0.8 -0.1
O -0.132 -0.206 -1.120 -0.2 0.5 -0.5
P 0.634 -0.849 -2.398 0.1 -0.5 0.9
Br -0.817 -0.181 -3.909 0.0 0.3 -0.2
Br 2.485 0.458 -2.699 -0.5 0.0 0.1
H 0.846 1.043 2.809 -0.6 -0.2 -0.7
H -2.008 -0.190 1.217 2.4 1.0 -0.4
H -0.991 1.301 0.860 -0.6 1.7 -0.9
H -0.050 -1.454 0.507 0.5 -1.3 0.1
H 1.160 -0.091 0.527 -1.4 -0.4 -0.2